# 1
C5H13N2 | ωB97M-V with the def2-TZVPD basis set

For the total energy, the calculation gives -8366.8275 eV. The calculation puts the HOMO-LUMO gap at 0.3330 Eh. The charge is +1. Its multiplicity is 1.

Structure (XYZ):
```
20
Properties=species:S:1:pos:R:3:nbo_charge:R:1
C 2.115 -0.742 0.759 -0.01
C -0.911 0.886 0.986 0.16
C 2.358 1.087 -0.607 -0.44
C -1.888 -1.400 0.577 -0.43
C -1.297 0.141 -1.270 -0.43
N 1.551 0.139 0.092 -0.43
N -1.530 0.008 0.186 -0.25
H 1.435 -1.422 1.245 0.15
H 3.071 -1.006 0.953 0.18
H -0.879 1.895 0.680 0.21
H -0.787 0.802 2.055 0.23
H 3.324 1.117 -0.241 0.20
H 2.349 0.803 -1.642 0.22
H 1.836 2.097 -0.518 0.20
H -2.932 -1.502 0.132 0.25
H -1.074 -2.104 0.204 0.25
H -2.094 -1.427 1.620 0.23
H -2.154 -0.471 -1.645 0.23
H -1.413 1.215 -1.561 0.24
H -0.348 -0.352 -1.593 0.25
```

---

# 2
C3H4NO | ωB97M-V with the def2-TZVPD basis set

For the total energy, the calculation gives -6698.7804 eV. The calculation puts the HOMO-LUMO gap at 0.3146 Eh. The charge is +1. Its multiplicity is 1.

Structure (XYZ):
```
9
Properties=species:S:1:pos:R:3:nbo_charge:R:1
C -1.540 1.020 -0.111 0.64
C -0.130 0.903 0.098 -0.45
C -0.538 -0.691 -0.105 -0.08
N -2.515 0.313 -0.039 -0.01
O -2.028 -0.888 0.139 -0.21
H 0.494 1.081 -0.760 0.31
H 0.128 1.046 1.057 0.28
H -0.244 -1.128 -1.068 0.26
H -0.118 -1.452 0.481 0.26
```

---

# 3
C3H13N2O | ωB97M-V with the def2-TZVPD basis set

For the total energy, the calculation gives -8342.4161 eV. The calculation puts the HOMO-LUMO gap at 0.4066 Eh. The charge is +1. Its multiplicity is 1.

Structure (XYZ):
```
19
Properties=species:S:1:pos:R:3:nbo_charge:R:1
C -0.147 0.794 -1.225 -0.24
C -1.075 1.018 0.083 -0.44
C -1.976 -0.282 0.282 -0.25
N -1.267 -1.602 0.368 -0.85
N 0.872 -0.245 -0.749 -0.79
H -0.664 0.501 -2.220 0.24
H 0.392 1.673 -1.474 0.22
H -0.569 1.314 1.056 0.23
H -1.739 1.950 -0.357 0.26
H -2.427 -0.175 -0.744 0.21
H -2.762 -0.186 1.081 0.22
H -0.805 -1.808 1.197 0.38
H -1.625 -2.428 -0.032 0.41
H 1.199 -0.839 -1.528 0.42
H 0.076 -0.962 -0.324 0.45
H 1.616 0.087 -0.111 0.47
H 3.688 0.794 0.763 0.50
H 2.709 0.731 1.977 0.50
O 2.858 0.387 1.067 -0.97
```

---

Number 1: lowest unoccupied orbital energy -4.78 eV. Number 2: lowest unoccupied orbital energy -8.29 eV. Number 3: lowest unoccupied orbital energy -2.84 eV.